(1)
Below is a 3-piece molecular cluster, C3H13NO2S overall, with properties calculated with wB97M-V/def2-TZVPD.

Properties
* ΔE to the lowest compared entry with this formula, charge and spin: 25.8 kcal per mole
* F_max: 0.0538 hartree/bohr
* E_HOMO: -8.9 eV

Each atom is followed by the atoms it is bonded to, with distances in Å.
Element x y z (Å)
1 N 0.44 1.47 0.16  C2 1.485, H6 1.018, H7 1.021
2 C 0.47 0.01 -0.14  N1 1.485, C3 1.559, H8 1.097, H9 1.099
3 C -0.98 -0.43 -0.51  C2 1.559, C4 1.564, H10 1.106, H11 1.077
4 C -0.93 -1.70 -1.42  C3 1.564, S5 1.928, H12 1.085, H13 1.090
5 S -2.77 -2.26 -1.54  C4 1.928, H14 1.326
6 H -0.29 1.52 0.87  N1 1.018
7 H 1.26 1.70 0.71  N1 1.021
8 H 0.76 -0.65 0.69  C2 1.097
9 H 1.11 -0.12 -1.02  C2 1.099
10 H -1.54 0.41 -0.97  C3 1.106
11 H -1.43 -0.66 0.45  C3 1.077
12 H -0.66 -1.40 -2.42  C4 1.085
13 H -0.09 -2.30 -1.06  C4 1.090
14 H -3.08 -1.41 -2.51  S5 1.326
15 O 1.69 2.29 3.27  H16 0.968, H17 0.959
16 H 0.85 2.61 3.63  O15 0.968
17 H 2.28 2.98 3.57  O15 0.959
18 O 3.82 1.85 0.86  H19 0.965, H20 0.973
19 H 4.37 2.06 0.09  O18 0.965
20 H 3.85 0.89 0.75  O18 0.973



(2)
Below is a 3-piece molecular cluster, C3H13NO3 overall, with properties calculated with wB97M-V/def2-TZVPD.

Properties
* ΔE to the lowest compared entry with this formula, charge and spin: 20.4 kcal per mole
* F_max: 0.0427 hartree/bohr
* E_HOMO: -9.3 eV

Each atom is followed by the atoms it is bonded to, with distances in Å.
Element x y z (Å)
1 C 0.81 1.71 -1.44  C2 1.524, H6 1.093, H7 1.074, H8 1.067
2 C 0.70 0.67 -0.33  C1 1.524, N3 1.483, C4 1.513, H9 1.094
3 N -0.73 0.61 0.04  C2 1.483, H10 1.009, H11 1.011
4 C 1.37 1.19 0.93  C2 1.513, O5 1.445, H12 1.085, H13 1.091
5 O 2.78 1.34 0.66  C4 1.445, H14 0.929
6 H 0.77 2.74 -1.07  C1 1.093
7 H 1.79 1.72 -1.88  C1 1.074
8 H 0.12 1.50 -2.23  C1 1.067
9 H 1.13 -0.24 -0.76  C2 1.094
10 H -0.93 -0.15 0.67  N3 1.009
11 H -1.26 0.53 -0.81  N3 1.011
12 H 0.99 2.19 1.07  C4 1.085
13 H 1.24 0.52 1.78  C4 1.091
14 H 3.21 1.78 1.35  O5 0.929
15 O -2.91 -1.70 0.09  H16 0.956, H17 0.951
16 H -3.12 -1.48 1.00  O15 0.956
17 H -3.46 -2.38 -0.27  O15 0.951
18 O -0.66 -3.69 0.68  H19 0.955, H20 0.964
19 H -0.57 -3.91 -0.25  O18 0.955
20 H -1.27 -2.95 0.76  O18 0.964



(3)
Below is a 3-piece molecular cluster, C3H13NO3 overall, with properties calculated with wB97M-V/def2-TZVPD.

Properties
* ΔE to the lowest compared entry with this formula, charge and spin: 24.4 kcal per mole
* F_max: 0.0729 hartree/bohr
* E_HOMO: -9.7 eV

Each atom is followed by the atoms it is bonded to, with distances in Å.
Element x y z (Å)
1 C 0.38 -0.64 -1.29  C2 1.534, H6 1.066, H7 1.074, H8 1.073
2 C 0.12 0.82 -0.90  C1 1.534, N3 1.492, C4 1.536, H9 1.116
3 N -0.03 1.75 -2.06  C2 1.492, H10 1.051, H11 1.010
4 C 1.27 1.41 -0.08  C2 1.536, O5 1.460, H12 1.056, H13 1.147
5 O 1.24 0.88 1.29  C4 1.460, H14 0.907
6 H -0.48 -1.26 -1.44  C1 1.066
7 H 1.10 -0.50 -2.07  C1 1.074
8 H 0.76 -1.26 -0.50  C1 1.073
9 H -0.76 0.94 -0.22  C2 1.116
10 H -0.96 1.67 -2.53  N3 1.051
11 H 0.64 1.62 -2.80  N3 1.010
12 H 2.24 1.20 -0.44  C4 1.056
13 H 1.21 2.55 0.05  C4 1.147
14 H 0.84 1.50 1.81  O5 0.907
15 O -2.87 -2.53 1.11  H16 0.953, H17 0.958
16 H -2.50 -2.11 1.89  O15 0.953
17 H -2.06 -2.62 0.61  O15 0.958
18 O -0.31 -1.39 2.34  H19 0.992, H20 0.990
19 H 0.32 -0.74 1.93  O18 0.992
20 H -0.15 -1.30 3.31  O18 0.990



(4)
Below is a 3-piece molecular cluster, C3H13NO3 overall, with properties calculated with wB97M-V/def2-TZVPD.

Properties
* ΔE to the lowest compared entry with this formula, charge and spin: 56.4 kcal per mole
* F_max: 0.0777 hartree/bohr
* E_HOMO: -9.4 eV

Each atom is followed by the atoms it is bonded to, with distances in Å.
Element x y z (Å)
1 C -0.04 -1.63 1.06  N2 1.487, H6 1.088, H7 1.127, H8 1.203
2 N 0.41 -0.53 0.18  C1 1.487, C3 1.513, H9 1.055
3 C 0.54 -1.18 -1.17  N2 1.513, C4 1.584, H10 1.062, H11 1.117
4 C 1.86 -2.06 -1.26  C3 1.584, O5 1.389, H12 1.144, H13 1.071
5 O 2.85 -1.35 -1.92  C4 1.389, H14 0.941
6 H 0.79 -2.25 1.40  C1 1.088
7 H -0.24 -1.24 2.10  C1 1.127
8 H -1.00 -2.26 0.68  C1 1.203
9 H -0.18 0.34 0.11  N2 1.055
10 H 0.53 -0.54 -2.02  C3 1.062
11 H -0.34 -1.85 -1.27  C3 1.117
12 H 1.70 -3.13 -1.66  C4 1.144
13 H 2.19 -2.23 -0.26  C4 1.071
14 H 2.85 -0.47 -1.59  O5 0.941
15 O -3.21 2.67 0.22  H16 1.023, H17 1.059
16 H -2.62 1.84 0.27  O15 1.023
17 H -3.96 2.42 0.93  O15 1.059
18 O -0.63 4.78 1.63  H19 1.021, H20 0.924
19 H -1.23 4.72 0.81  O18 1.021
20 H -0.26 3.94 1.77  O18 0.924



What did we get for total energy? Answer: -19741.323; -10953.887; -10953.714; -10952.326 eV, in the order shown.
What did we get for LUMO level? Answer: 0.676; 0.438; 0.618; 0.087 eV, in the order shown.